The following is a quantum chemistry calculation of a single C23H20N4O2S molecule in a non-equilibrium geometry, from OMol25.

Summary:
SMILES = CCCn1cc(-n2c(C)c(/C=C(\C#N)c3ccc(C(=O)O)cc3)c3ccsc32)cn1
orbital gap = 7.327 eV
relative energy (zero: lowest compared OMol25 entry of this formula, charge and spin) = 3.218 eV
HOMO energy = -7.92 eV

```
50
Properties=species:S:1:pos:R:3:forces:R:3:mulliken_charge:R:1
C 0.572 -6.003 0.901 -0.5402 0.2824 0.6921 -0.9682
C -0.516 -6.457 1.922 0.3549 -0.1351 -1.2598 -0.4107
C -0.964 -5.342 2.811 -0.0273 0.3283 0.1155 -0.8479
N -1.688 -4.318 2.068 0.4063 1.5683 -0.2188 0.8608
C -1.119 -3.122 1.629 -0.5474 -1.5470 0.4078 -0.8302
C -2.107 -2.392 1.079 -2.1050 -2.2218 0.5425 0.8037
N -2.008 -1.156 0.522 1.1113 2.1543 -1.8244 0.2691
C -0.892 -0.572 -0.203 -0.7425 0.4617 0.8556 0.6429
C 0.348 -1.313 -0.642 -0.8805 -0.0376 0.8711 -1.9960
C -1.192 0.767 -0.437 -0.2154 -0.7633 0.1342 0.8223
C -0.319 1.812 -1.007 1.3899 0.0404 1.7400 -0.9778
C 0.989 2.129 -0.587 -2.9149 -0.7341 -1.2474 0.9897
C 1.627 1.385 0.457 0.7577 -1.0699 1.7514 -0.3038
N 2.128 0.805 1.343 -0.9629 1.1236 -1.8326 -0.5990
C 1.695 3.269 -1.183 1.2475 1.0541 -0.6565 0.4484
C 2.546 4.075 -0.403 0.1572 0.5345 0.1256 -0.5622
C 3.267 5.177 -0.925 -1.2652 -1.5267 -0.8111 -0.8833
C 3.170 5.425 -2.311 -0.6879 -0.3303 2.3046 0.4758
C 3.931 6.525 -2.896 0.0886 -1.1335 -0.9059 0.5462
O 3.897 6.634 -4.095 0.6129 1.2642 -0.2583 -0.5646
O 4.741 7.232 -2.071 -0.4723 -0.1954 -0.6945 -0.4562
C 2.319 4.636 -3.102 0.2495 -0.2424 0.1484 -0.7981
C 1.610 3.573 -2.568 0.0087 -0.1448 1.0248 -0.3220
C -2.558 0.964 0.052 0.5665 1.7193 -0.4915 -0.6232
C -3.460 2.083 0.274 -0.5186 -1.9418 0.8929 -0.6033
C -4.541 1.657 1.022 0.3666 0.6273 -0.3841 -0.5190
S -4.518 -0.097 1.462 0.8480 1.6770 -0.7762 -0.1407
C -2.984 -0.188 0.624 -0.0691 -0.6596 0.3127 0.3143
C -3.318 -3.215 1.264 1.2933 1.0920 -0.6041 -0.7748
N -3.051 -4.351 1.858 1.9556 0.1962 0.3319 -1.0531
H 0.115 -5.365 0.141 0.1885 -0.0575 -0.0606 0.2299
H 1.358 -5.408 1.422 -0.4420 -0.4659 -0.3458 0.2546
H 1.034 -6.870 0.428 0.0040 0.1158 -0.0613 0.3593
H -0.083 -7.252 2.494 0.1314 -0.4759 0.6560 0.3821
H -1.409 -6.867 1.435 0.2853 -0.0093 -0.1998 0.3055
H -0.064 -4.922 3.286 -0.4984 0.3439 -0.0914 0.3406
H -1.637 -5.668 3.587 -0.1609 -0.2933 0.3264 0.3310
H -0.085 -2.839 1.679 0.2258 -0.4483 0.3582 0.4990
H 1.009 -1.520 0.209 0.0574 0.2150 -0.2546 0.3295
H 0.035 -2.269 -1.039 0.1054 -0.3254 -0.3374 0.5583
H 0.873 -0.728 -1.398 -0.0437 -0.1045 0.1215 0.4172
H -0.839 2.519 -1.648 0.3536 0.0503 -0.1382 0.6063
H 2.620 3.866 0.665 0.0328 -0.0016 -0.2368 0.3594
H 3.868 5.791 -0.274 0.0929 0.0137 -0.0507 0.4191
H 5.258 7.759 -2.696 0.1594 0.3026 0.1857 0.3501
H 2.265 4.794 -4.168 0.0607 0.2693 -0.0471 0.4303
H 1.002 2.928 -3.195 0.0977 0.1617 -0.0721 0.4825
H -3.261 3.084 -0.078 -0.2752 0.0783 0.1301 0.4183
H -5.348 2.333 1.353 0.3701 -0.8458 -0.1643 0.3984
H -4.315 -2.988 0.939 -0.2098 0.0368 -0.0040 0.5896
```
Positions in Å, forces in eV/Å.